{"formula": "C18H40HfN5P3S", "method": "ωB97M-V with the def2-TZVPD basis set", "species": ["Hf", "P", "P", "P", "H", "C", "C", "H", "C", "C", "C", "C", "C", "C", "C", "C", "C", "H", "H", "H", "H", "H", "H", "H", "H", "H", "H", "H", "H", "H", "H", "H", "H", "H", "H", "H", "H", "H", "H", "H", "H", "H", "H", "H", "H", "H", "C", "C", "C", "C", "C", "C", "S", "H", "H", "H", "H", "H", "H", "N", "N", "N", "C", "N", "N", "H", "H", "H"], "xyz": [[-0.135, -0.625, 0.266], [1.779, 0.787, 1.690], [-1.672, 1.644, 0.947], [0.763, 1.510, -1.519], [0.239, -3.611, 1.201], [0.707, -3.001, 0.409], [1.701, -2.046, 0.793], [1.987, -2.036, 1.855], [2.314, 0.160, 3.333], [1.597, 2.550, 2.207], [3.413, 0.732, 0.871], [-3.334, 1.092, 0.416], [-2.066, 2.196, 2.659], [-1.629, 3.335, 0.236], [2.211, 0.946, -2.503], [1.399, 3.212, -1.157], [-0.341, 1.972, -2.929], [0.857, -3.532, -0.540], [2.543, -1.867, 0.103], [2.491, -0.919, 3.322], [1.513, 0.360, 4.053], [3.230, 0.698, 3.627], [0.577, 2.726, 2.572], [1.770, 3.251, 1.384], [2.306, 2.739, 3.029], [3.717, -0.313, 0.783], [4.149, 1.259, 1.493], [3.387, 1.128, -0.148], [-4.073, 1.820, 0.787], [-3.529, 0.092, 0.829], [-3.340, 1.020, -0.680], [-3.154, 2.179, 2.807], [-1.734, 3.225, 2.842], [-1.584, 1.566, 3.410], [-2.561, 3.856, 0.502], [-1.501, 3.284, -0.850], [-0.781, 3.881, 0.665], [2.026, 1.108, -3.575], [2.405, -0.114, -2.317], [3.093, 1.534, -2.225], [1.520, 3.748, -2.108], [2.366, 3.148, -0.643], [0.697, 3.777, -0.537], [-0.002, 1.522, -3.872], [-0.333, 3.065, -3.064], [-1.367, 1.626, -2.781], [-0.810, -2.730, -3.354], [-1.861, -2.497, -4.252], [-1.912, -3.125, -5.504], [-0.904, -4.028, -5.860], [0.058, -4.398, -4.915], [0.097, -3.754, -3.666], [-0.507, -1.435, -1.942], [-1.250, -1.854, -0.576], [-2.646, -1.798, -3.978], [-2.728, -2.934, -6.205], [-0.896, -4.479, -6.851], [0.772, -5.196, -5.145], [0.844, -4.047, -2.935], [-1.443, -0.633, 5.718], [-1.076, -1.216, 4.515], [-1.773, -2.303, 4.106], [-1.589, -2.257, 2.785], [-0.932, -1.157, 2.359], [-0.655, -0.432, 3.484], [-0.694, -0.079, 6.116], [-1.786, -1.323, 6.375], [-1.929, -3.014, 2.086]], "e_homo_ev": -20.47, "e_above_lowest_ev": 2.044, "total_charge": 4}

{"formula": "C4H7NO2", "method": "ωB97M-V with the def2-TZVPD basis set", "species": ["O", "C", "C", "N", "C", "C", "O", "H", "H", "H", "H", "H", "H", "H"], "xyz": [[1.825, 1.370, -0.217], [1.052, 0.483, 0.074], [1.221, -1.012, 0.006], [-0.144, -1.381, -0.623], [-1.015, -0.201, -0.720], [-0.424, 0.759, 0.313], [-0.698, 2.110, 0.153], [2.226, -1.269, -0.390], [1.173, -1.454, 1.009], [-0.276, -1.909, -1.483], [-1.997, -0.636, -0.510], [-1.035, 0.328, -1.695], [-0.675, 0.397, 1.320], [0.160, 2.499, -0.101]], "e_homo_ev": -9.16, "e_above_lowest_ev": 1.925}

{"formula": "C10H6NO5STl", "method": "ωB97M-V with the def2-TZVPD basis set", "species": ["O", "C", "Tl", "C", "O", "C", "O", "C", "O", "C", "O", "H", "S", "C", "N", "C", "C", "C", "C", "H", "H", "H", "H", "H"], "xyz": [[0.628, 4.970, -1.814], [0.638, 4.463, -2.846], [0.383, -0.228, -1.042], [0.676, -2.991, -2.435], [0.661, -4.036, -2.944], [0.624, -1.555, -3.747], [0.490, -1.603, -4.933], [3.308, -0.785, -2.496], [4.415, -1.062, -2.629], [-2.119, -0.879, -2.811], [-3.222, -1.117, -2.989], [0.568, -0.452, -3.287], [1.218, -1.435, 1.235], [0.201, -0.302, 2.036], [-1.031, -0.746, 2.499], [-1.854, 0.013, 3.304], [-1.513, 1.334, 3.538], [-0.209, 1.753, 3.218], [0.663, 0.934, 2.512], [-1.276, -1.703, 2.228], [-2.793, -0.494, 3.548], [-2.247, 1.975, 4.031], [0.131, 2.692, 3.626], [1.657, 1.253, 2.198]], "e_homo_ev": [-15.79, -15.34], "e_above_lowest_ev": 0.468, "total_charge": 2}

{"formula": "C32H40BaCl2N4O2SSi2", "method": "ωB97M-V with the def2-TZVPD basis set", "species": ["Ba", "C", "Si", "C", "C", "C", "C", "C", "C", "C", "C", "N", "Si", "C", "C", "C", "H", "H", "H", "H", "H", "H", "H", "H", "H", "H", "H", "H", "H", "H", "H", "H", "H", "H", "H", "H", "H", "H", "Cl", "C", "C", "C", "Cl", "C", "C", "C", "C", "N", "C", "C", "O", "H", "H", "H", "H", "C", "C", "C", "N", "C", "S", "N", "C", "O", "C", "C", "C", "C", "C", "C", "H", "H", "H", "H", "H", "H", "H", "H", "H", "H", "H", "H", "H", "H"], "xyz": [[0.263, -0.242, 0.308], [3.922, 1.809, 0.812], [2.529, 2.814, 0.029], [3.327, 4.429, -0.540], [1.345, 3.235, 1.455], [1.601, 1.879, -1.236], [0.279, 2.485, -1.521], [0.123, 3.633, -2.319], [-1.126, 4.167, -2.550], [-2.240, 3.560, -1.982], [-2.029, 2.440, -1.209], [-0.822, 1.914, -0.983], [2.373, 1.168, -2.728], [1.128, -0.004, -3.542], [2.959, 2.372, -4.065], [3.936, 0.173, -2.327], [4.457, 2.429, 1.533], [4.647, 1.449, 0.085], [3.552, 0.931, 1.347], [3.900, 4.896, 0.262], [2.586, 5.153, -0.881], [4.007, 4.241, -1.373], [1.797, 3.936, 2.158], [1.088, 2.347, 2.047], [0.411, 3.679, 1.108], [1.007, 4.090, -2.740], [-1.234, 5.052, -3.163], [-3.240, 3.940, -2.131], [-2.865, 1.928, -0.746], [0.165, 0.483, -3.712], [0.942, -0.899, -2.937], [1.486, -0.375, -4.504], [2.132, 2.878, -4.566], [3.528, 1.842, -4.831], [3.607, 3.139, -3.638], [3.963, -0.231, -1.311], [4.830, 0.791, -2.409], [4.052, -0.635, -3.054], [-4.131, -3.144, 0.400], [-2.933, -3.443, 1.611], [-3.178, -4.442, 2.570], [-2.255, -4.730, 3.531], [-2.584, -5.984, 4.690], [-1.035, -4.010, 3.599], [-0.043, -4.220, 4.579], [1.081, -3.443, 4.568], [1.223, -2.460, 3.573], [0.338, -2.252, 2.624], [-0.795, -3.010, 2.629], [-1.749, -2.724, 1.571], [-1.454, -1.817, 0.703], [-4.112, -4.985, 2.528], [-0.192, -4.983, 5.330], [1.861, -3.561, 5.305], [2.115, -1.851, 3.549], [-1.196, -6.417, -0.047], [0.128, -5.881, 0.475], [0.483, -4.567, -0.196], [1.695, -4.009, 0.411], [2.523, -3.097, -0.100], [3.520, -2.123, 0.833], [2.538, -2.967, -1.480], [2.546, -3.974, -2.473], [2.389, -3.649, -3.622], [2.834, -5.384, -2.075], [3.762, -5.696, -1.087], [4.035, -7.023, -0.795], [3.370, -8.035, -1.474], [2.448, -7.723, -2.464], [2.191, -6.399, -2.775], [-1.476, -7.339, 0.458], [-1.137, -6.625, -1.117], [-1.995, -5.693, 0.110], [0.934, -6.599, 0.297], [0.066, -5.727, 1.556], [-0.343, -3.845, -0.096], [0.634, -4.733, -1.257], [1.721, -4.049, 1.420], [2.958, -2.107, -1.820], [4.280, -4.909, -0.555], [4.766, -7.267, -0.037], [3.578, -9.069, -1.236], [1.937, -8.513, -2.999], [1.493, -6.135, -3.559]], "e_homo_ev": -6.94}

{"formula": "C42H29Br2N3O5P2S2Ti", "method": "ωB97M-V with the def2-TZVPD basis set", "species": ["Ti", "O", "C", "C", "C", "N", "C", "C", "C", "O", "O", "C", "O", "O", "H", "H", "H", "S", "P", "C", "P", "S", "C", "C", "C", "C", "C", "C", "C", "C", "C", "C", "C", "C", "C", "C", "C", "C", "C", "C", "C", "C", "C", "C", "C", "C", "H", "H", "H", "H", "H", "H", "H", "H", "H", "H", "H", "H", "H", "H", "H", "H", "H", "H", "H", "H", "Br", "C", "C", "C", "N", "C", "C", "C", "C", "C", "Br", "C", "C", "N", "H", "H", "H", "H", "H", "H"], "xyz": [[-1.149, 1.358, -0.272], [-2.190, 2.010, 5.756], [-1.926, 1.890, 4.433], [-1.097, 2.783, 3.762], [-0.856, 2.548, 2.429], [-1.444, 1.544, 1.801], [-2.298, 0.728, 2.410], [-2.559, 0.846, 3.750], [-2.977, -0.186, 1.409], [-3.723, -1.076, 1.756], [-2.674, 0.152, 0.185], [-0.096, 3.431, 1.454], [0.277, 4.535, 1.766], [-0.042, 2.871, 0.268], [-1.671, 2.735, 6.118], [-0.629, 3.629, 4.249], [-3.243, 0.176, 4.250], [1.313, 0.196, -3.026], [0.704, -0.943, -1.523], [0.344, -0.088, -0.028], [1.613, -0.081, 1.195], [1.916, 1.475, 2.385], [3.240, -0.377, 0.413], [3.648, 0.590, -0.507], [4.890, 0.498, -1.113], [5.750, -0.543, -0.789], [5.353, -1.503, 0.131], [4.098, -1.429, 0.720], [1.313, -1.475, 2.354], [0.076, -2.106, 2.365], [-0.230, -3.067, 3.321], [0.713, -3.414, 4.276], [1.950, -2.777, 4.285], [2.242, -1.803, 3.342], [-0.772, -1.912, -2.040], [-0.905, -2.271, -3.383], [-1.961, -3.066, -3.795], [-2.902, -3.512, -2.873], [-2.775, -3.165, -1.537], [-1.707, -2.375, -1.125], [1.840, -2.375, -1.320], [2.981, -2.479, -2.106], [3.806, -3.592, -1.996], [3.500, -4.602, -1.095], [2.357, -4.506, -0.312], [1.526, -3.401, -0.432], [2.979, 1.407, -0.752], [5.186, 1.243, -1.841], [6.725, -0.607, -1.256], [6.010, -2.328, 0.377], [3.786, -2.211, 1.399], [-0.656, -1.823, 1.618], [-1.207, -3.535, 3.316], [0.484, -4.168, 5.019], [2.683, -3.027, 5.042], [3.181, -1.267, 3.393], [-0.176, -1.901, -4.095], [-2.056, -3.335, -4.840], [-3.736, -4.120, -3.200], [-3.509, -3.485, -0.809], [-1.623, -2.095, -0.086], [3.214, -1.676, -2.794], [4.696, -3.661, -2.609], [4.149, -5.464, -1.004], [2.107, -5.291, 0.391], [0.629, -3.342, 0.174], [-1.706, 3.804, -6.484], [-1.779, 3.064, -4.742], [-1.791, 1.660, -4.596], [-1.736, 1.163, -3.330], [-1.730, 1.939, -2.219], [-1.941, 3.302, -2.376], [-1.860, 3.882, -3.660], [-2.373, 4.000, -1.220], [-2.526, 5.403, -1.158], [-3.103, 5.935, -0.047], [-3.334, 7.811, 0.086], [-3.534, 5.126, 1.008], [-3.273, 3.778, 0.900], [-2.684, 3.207, -0.155], [-1.777, 0.999, -5.448], [-1.685, 0.098, -3.170], [-1.921, 4.952, -3.781], [-2.191, 6.036, -1.965], [-4.010, 5.539, 1.884], [-3.539, 3.114, 1.715]], "spin_multiplicity": 2, "e_homo_ev": [-3.40, -4.99], "total_charge": -1}

{"formula": "C5H12N2O", "method": "ωB97M-V with the def2-TZVPD basis set", "species": ["C", "C", "N", "N", "H", "H", "H", "H", "H", "H", "C", "C", "C", "O", "H", "H", "H", "H", "H", "H"], "xyz": [[-0.789, -0.253, 1.599], [-1.220, -0.040, 0.301], [-1.868, -1.099, -0.370], [-1.566, 1.260, -0.103], [-0.876, -1.216, 2.085], [-0.582, 0.597, 2.234], [-1.542, -2.011, -0.066], [-1.752, -1.017, -1.374], [-2.418, 1.581, 0.350], [-1.670, 1.353, -1.107], [1.507, 1.295, 0.066], [1.128, -0.165, 0.191], [1.295, -0.962, -1.078], [1.397, -0.772, 1.308], [1.227, 1.850, 0.960], [2.596, 1.332, -0.040], [1.057, 1.764, -0.810], [0.873, -0.448, -1.945], [2.369, -1.105, -1.234], [0.836, -1.945, -0.968]], "e_homo_ev": -7.30, "e_above_lowest_ev": 3.883}

{"formula": "C28H54F9INO16P4", "method": "ωB97M-V with the def2-TZVPD basis set", "species": ["F", "C", "F", "F", "C", "F", "F", "C", "F", "F", "C", "F", "F", "C", "C", "N", "C", "C", "C", "I", "C", "C", "C", "C", "C", "C", "C", "H", "H", "H", "H", "H", "H", "H", "H", "H", "H", "H", "H", "H", "H", "H", "H", "H", "H", "C", "O", "P", "O", "O", "C", "O", "C", "H", "H", "H", "H", "H", "H", "H", "H", "H", "C", "O", "P", "O", "O", "C", "O", "C", "H", "H", "H", "H", "H", "H", "H", "H", "H", "C", "O", "P", "O", "O", "C", "O", "C", "H", "H", "H", "H", "H", "H", "H", "H", "H", "C", "O", "P", "O", "O", "C", "O", "C", "H", "H", "H", "H", "H", "H", "H", "H", "H"], "xyz": [[10.486, -0.251, -0.454], [9.217, -0.820, -0.991], [9.232, -0.502, -2.467], [9.130, -2.300, -0.903], [7.918, -0.021, -0.376], [8.239, 1.444, -0.499], [6.777, -0.271, -1.289], [7.616, -0.313, 1.209], [8.530, -1.349, 1.817], [7.864, 0.935, 2.023], [6.086, -0.816, 1.540], [5.989, -1.146, 3.011], [5.898, -2.113, 0.830], [4.917, 0.297, 1.251], [3.384, -0.215, 1.564], [2.591, -0.555, 0.284], [2.193, 0.695, -0.468], [1.563, 0.444, -1.959], [2.359, -0.658, -2.877], [1.224, -0.811, -4.787], [1.365, -1.389, 0.709], [1.389, -2.924, 0.116], [2.765, -3.826, 0.313], [2.993, -5.350, -0.243], [1.745, -6.087, -1.034], [0.359, -5.225, -1.198], [0.140, -3.663, -0.671], [5.118, 1.200, 2.004], [4.952, 0.774, 0.172], [2.795, 0.705, 2.039], [3.382, -1.120, 2.313], [3.267, -1.149, -0.287], [1.333, 1.221, 0.171], [3.039, 1.498, -0.581], [1.658, 1.483, -2.538], [0.424, 0.166, -1.903], [3.458, -0.367, -3.160], [2.240, -1.706, -2.370], [0.386, -0.823, 0.329], [1.246, -1.425, 1.895], [3.639, -3.315, 0.904], [4.052, -5.854, -0.053], [1.936, -7.181, -1.411], [-0.547, -5.750, -1.738], [-0.889, -3.088, -0.817], [2.214, -10.013, 1.681], [1.014, -9.350, 1.327], [-0.418, -10.306, 1.492], [-1.229, -9.087, 1.032], [-0.248, -10.305, 3.130], [-0.459, -9.109, 3.855], [-1.851, -11.261, 1.656], [-3.100, -10.638, 1.897], [2.988, -9.749, 0.956], [2.528, -9.682, 2.674], [2.084, -11.099, 1.680], [-0.357, -8.215, 3.234], [0.284, -9.057, 4.655], [-1.454, -9.132, 4.306], [-3.477, -10.181, 0.978], [-3.027, -9.896, 2.694], [-3.811, -11.408, 2.209], [-4.815, -0.108, -0.360], [-3.762, 0.708, -0.839], [-3.460, 0.581, -2.537], [-2.359, 1.637, -2.375], [-4.907, 1.298, -2.862], [-5.089, 2.671, -2.573], [-3.158, 0.454, -4.236], [-2.587, 1.541, -4.943], [-4.516, -0.542, 0.597], [-5.706, 0.507, -0.210], [-5.041, -0.917, -1.061], [-4.382, 3.042, -1.826], [-6.102, 2.808, -2.185], [-4.989, 3.249, -3.495], [-1.517, 1.608, -4.729], [-3.088, 2.480, -4.699], [-2.708, 1.354, -6.013], [4.344, 6.542, 1.075], [3.586, 5.417, 0.670], [2.362, 4.926, 1.789], [1.967, 3.820, 0.801], [1.512, 6.304, 1.486], [0.884, 6.478, 0.230], [1.138, 4.434, 2.908], [-0.017, 3.754, 2.449], [5.393, 6.367, 0.823], [3.991, 7.425, 0.538], [4.262, 6.710, 2.153], [1.322, 5.850, -0.551], [0.995, 7.523, -0.067], [-0.182, 6.255, 0.327], [0.226, 2.714, 2.216], [-0.453, 4.252, 1.580], [-0.757, 3.757, 3.253], [-4.956, 7.870, -0.565], [-5.714, 6.745, -0.971], [-6.938, 6.254, 0.148], [-7.333, 5.148, -0.839], [-7.788, 7.632, -0.155], [-8.416, 7.806, -1.410], [-8.162, 5.762, 1.267], [-9.317, 5.082, 0.808], [-3.907, 7.696, -0.817], [-5.309, 8.753, -1.103], [-5.038, 8.038, 0.512], [-7.978, 7.178, -2.191], [-8.305, 8.852, -1.708], [-9.482, 7.583, -1.313], [-9.074, 4.042, 0.575], [-9.753, 5.580, -0.061], [-10.057, 5.085, 1.613]], "e_homo_ev": -11.24, "total_charge": 1}